[1]
{
  "formula": "C37H86B3F12N9O5",
  "method": "ωB97M-V with the def2-TZVPD basis set",
  "symbols": ["F", "F", "F", "F", "F", "F", "F", "F", "F", "F", "F", "F", "O", "O", "O", "O", "O", "N", "N", "N", "N", "N", "N", "N", "N", "N", "C", "C", "C", "C", "C", "C", "C", "C", "C", "C", "C", "C", "C", "C", "C", "C", "C", "C", "C", "C", "C", "C", "C", "C", "C", "C", "C", "C", "C", "C", "C", "C", "C", "C", "C", "C", "C", "B", "B", "B", "H", "H", "H", "H", "H", "H", "H", "H", "H", "H", "H", "H", "H", "H", "H", "H", "H", "H", "H", "H", "H", "H", "H", "H", "H", "H", "H", "H", "H", "H", "H", "H", "H", "H", "H", "H", "H", "H", "H", "H", "H", "H", "H", "H", "H", "H", "H", "H", "H", "H", "H", "H", "H", "H", "H", "H", "H", "H", "H", "H", "H", "H", "H", "H", "H", "H", "H", "H", "H", "H", "H", "H", "H", "H", "H", "H", "H", "H", "H", "H", "H", "H", "H", "H", "H", "H"],
  "coordinates": [[14.26, 13.83, 10.97], [12.76, 14.09, 12.74], [21.17, 9.79, 13.71], [12.10, 14.63, 10.51], [19.61, 11.15, 14.71], [19.08, 15.03, 13.68], [17.54, 15.08, 12.01], [19.56, 15.99, 11.67], [21.65, 10.67, 15.80], [13.67, 15.92, 11.75], [19.92, 9.16, 15.62], [19.27, 13.69, 11.92], [8.44, 14.14, 12.60], [23.63, 14.95, 15.00], [20.57, 6.93, 13.58], [20.05, 9.83, 24.11], [16.46, 12.49, 15.35], [22.84, 7.56, 13.00], [22.11, 9.19, 22.06], [16.05, 17.82, 7.26], [11.65, 20.14, 25.71], [10.25, 11.57, 11.45], [14.10, 17.17, 8.02], [15.76, 13.89, 13.61], [21.67, 16.19, 14.27], [10.14, 21.35, 26.67], [22.86, 10.17, 23.09], [15.06, 16.16, 8.33], [19.66, 9.29, 22.91], [12.67, 17.07, 8.33], [22.52, 14.89, 14.61], [10.15, 12.50, 12.68], [24.21, 9.63, 23.58], [8.86, 21.86, 27.10], [16.28, 16.63, 7.90], [9.68, 12.40, 10.33], [9.35, 11.69, 8.98], [9.47, 10.35, 11.62], [16.36, 12.66, 14.20], [17.02, 18.77, 6.63], [20.64, 9.77, 21.89], [22.81, 9.36, 20.76], [19.08, 9.92, 25.13], [21.61, 6.99, 14.03], [8.79, 12.93, 13.21], [16.66, 11.68, 13.08], [12.53, 10.73, 12.22], [11.74, 11.32, 11.10], [22.19, 8.44, 19.71], [22.11, 7.77, 22.57], [12.32, 21.09, 26.52], [21.86, 13.58, 14.34], [11.80, 18.14, 7.59], [15.24, 14.82, 14.62], [10.35, 20.36, 25.87], [7.20, 14.61, 13.13], [22.17, 17.30, 13.47], [12.06, 18.87, 25.12], [22.17, 6.86, 15.42], [11.36, 21.81, 27.15], [14.74, 18.09, 7.34], [23.80, 8.61, 13.55], [13.34, 18.93, 24.22], [13.19, 14.61, 11.49], [20.60, 10.17, 14.97], [18.88, 14.95, 12.25], [6.99, 14.10, 14.05], [21.38, 16.66, 15.16], [23.57, 8.88, 14.57], [10.77, 17.94, 7.89], [9.03, 13.06, 14.30], [21.18, 7.33, 22.17], [12.12, 12.31, 10.75], [14.76, 15.29, 8.92], [22.97, 11.12, 22.58], [22.68, 10.42, 20.50], [22.15, 7.67, 23.67], [21.21, 8.86, 19.29], [14.43, 19.01, 6.89], [20.84, 15.80, 13.90], [15.75, 11.35, 12.53], [20.27, 9.43, 20.91], [22.35, 17.07, 12.35], [12.73, 11.49, 12.98], [15.09, 14.39, 15.61], [8.28, 22.25, 26.22], [18.55, 10.90, 24.97], [10.16, 11.14, 8.56], [19.51, 9.87, 26.12], [8.42, 10.45, 11.50], [24.77, 8.06, 13.45], [23.70, 9.51, 12.91], [12.07, 19.11, 7.89], [24.18, 8.70, 24.17], [9.13, 22.68, 27.75], [17.25, 12.10, 12.27], [14.26, 19.06, 24.76], [6.30, 14.33, 12.54], [17.08, 10.76, 13.42], [18.31, 9.15, 25.15], [22.01, 7.43, 20.07], [24.91, 9.71, 22.77], [16.57, 14.36, 13.09], [23.39, 6.76, 12.60], [14.30, 15.19, 14.31], [12.69, 17.25, 9.41], [20.85, 10.82, 21.74], [22.47, 8.10, 12.18], [23.90, 9.25, 21.00], [17.66, 18.24, 5.96], [20.85, 13.44, 14.70], [16.41, 19.41, 5.95], [9.78, 9.93, 12.57], [23.01, 17.69, 14.01], [17.27, 16.17, 8.06], [7.11, 15.70, 13.25], [12.00, 18.08, 25.91], [9.85, 9.59, 10.90], [22.15, 10.38, 23.90], [19.62, 8.24, 23.04], [13.48, 10.31, 11.81], [11.90, 18.03, 6.51], [21.80, 7.72, 15.98], [11.25, 18.48, 24.48], [8.46, 11.16, 8.83], [9.58, 19.86, 25.32], [15.91, 15.63, 14.81], [11.55, 10.71, 10.18], [11.57, 22.59, 27.89], [9.28, 12.58, 8.42], [10.72, 13.41, 12.36], [18.79, 9.74, 22.58], [22.51, 12.79, 14.76], [23.26, 6.83, 15.43], [22.78, 8.42, 18.84], [12.31, 16.08, 8.18], [17.60, 19.39, 7.31], [22.95, 7.25, 22.17], [11.99, 9.97, 12.75], [8.80, 12.80, 10.65], [15.09, 13.70, 12.85], [21.45, 18.08, 13.52], [7.90, 12.23, 13.16], [13.29, 17.98, 23.63], [8.18, 21.09, 27.47], [13.35, 21.17, 26.46], [24.61, 10.40, 24.29], [10.72, 12.02, 13.48], [21.75, 5.89, 15.76], [10.40, 13.16, 10.26], [13.26, 19.84, 23.62], [21.77, 13.61, 13.25]],
  "lumo_ev": -5.55,
  "total_charge": 4,
  "homo_ha": -0.5757,
  "spin_multiplicity": 1,
  "orbital_gap_ev": 10.1
}

***

[2]
{
  "formula": "C37H90CdF12N3O21S4",
  "method": "ωB97M-V with the def2-TZVPD basis set",
  "symbols": ["Cd", "S", "S", "S", "S", "F", "F", "F", "F", "F", "F", "F", "F", "F", "F", "F", "F", "O", "O", "O", "O", "O", "O", "O", "O", "O", "O", "O", "O", "O", "O", "O", "O", "O", "O", "O", "O", "O", "N", "N", "N", "C", "C", "C", "C", "C", "C", "C", "C", "C", "C", "C", "C", "C", "C", "C", "C", "C", "C", "C", "C", "C", "C", "C", "C", "C", "C", "C", "C", "C", "C", "C", "C", "C", "C", "C", "C", "C", "H", "H", "H", "H", "H", "H", "H", "H", "H", "H", "H", "H", "H", "H", "H", "H", "H", "H", "H", "H", "H", "H", "H", "H", "H", "H", "H", "H", "H", "H", "H", "H", "H", "H", "H", "H", "H", "H", "H", "H", "H", "H", "H", "H", "H", "H", "H", "H", "H", "H", "H", "H", "H", "H", "H", "H", "H", "H", "H", "H", "H", "H", "H", "H", "H", "H", "H", "H", "H", "H", "H", "H", "H", "H", "H", "H", "H", "H", "H", "H", "H", "H", "H", "H", "H", "H", "H", "H", "H", "H"],
  "coordinates": [[1.92, 1.21, -0.14], [-0.94, -0.32, 0.61], [-0.06, 1.43, 2.40], [3.80, 3.83, 0.78], [3.89, 1.59, 2.05], [4.71, 5.57, -1.07], [6.36, 1.75, 0.99], [5.55, 3.64, -1.26], [-2.03, -1.01, -1.78], [3.40, 3.90, -1.93], [-1.45, 3.83, 2.42], [-2.15, 2.36, 1.07], [-2.55, 2.05, 3.18], [6.34, 0.95, 2.95], [-0.63, 0.57, -1.91], [-2.53, 1.00, -1.10], [5.67, -0.26, 1.25], [1.16, 2.66, -1.44], [-5.58, 5.81, 2.61], [-0.19, -3.88, -5.86], [1.41, 6.24, 5.72], [-1.40, -6.86, -1.39], [-6.92, 1.57, -0.15], [-0.20, 0.38, 3.41], [4.98, 4.08, 1.60], [-1.46, 1.81, 7.84], [-2.13, -0.30, 1.48], [-1.94, 3.19, -4.93], [2.66, 4.69, 1.08], [0.94, -4.63, 4.32], [3.09, 0.35, 2.13], [-0.34, -1.68, 0.48], [-5.73, -3.65, -1.78], [3.91, 2.42, 3.25], [-4.35, -4.13, 2.80], [1.02, 2.38, 2.71], [0.53, 2.48, -3.99], [2.34, -0.46, -1.38], [3.73, -0.99, -1.36], [3.40, 2.36, 0.58], [0.30, 0.98, 0.89], [3.16, -2.64, 0.53], [0.84, 1.39, -6.15], [0.58, 3.85, -0.94], [-3.19, -4.86, 2.49], [0.42, 5.68, 4.89], [-1.69, 2.49, 2.30], [-1.71, -5.50, -1.31], [-5.83, 0.25, 1.38], [-0.36, -4.80, -1.13], [4.37, 4.27, -1.03], [-0.61, 1.06, 7.01], [-4.19, 5.54, 2.94], [1.09, 1.36, -4.63], [0.21, -3.67, -4.50], [-4.27, 4.63, 4.20], [1.71, -3.90, 3.40], [-5.95, 0.55, -0.09], [1.47, -2.46, 3.85], [3.03, -3.41, -1.85], [-0.70, 4.14, -1.68], [3.76, -2.44, -0.90], [-4.51, -2.98, -1.97], [-2.87, 2.38, -4.23], [-1.59, 0.07, -1.12], [4.64, 0.99, -2.62], [6.10, -2.59, -2.10], [5.25, -2.88, -0.81], [5.69, 0.98, 1.81], [4.48, -0.57, -2.61], [-4.16, -2.99, -3.49], [3.88, -1.01, -3.98], [0.00, -2.22, -4.20], [0.11, 4.27, 5.44], [5.94, -1.13, -2.44], [-2.02, -3.96, 2.08], [-0.29, -0.25, 7.80], [-3.54, 1.46, -5.23], [-3.46, -5.61, 1.75], [-2.36, 1.83, -3.44], [-0.53, 4.38, -2.73], [4.23, -0.41, -4.82], [-5.07, -0.51, 1.57], [-5.00, 0.94, -0.46], [-4.78, -2.18, -3.88], [0.35, -5.03, -1.93], [-2.19, -7.34, -1.65], [2.14, 1.25, -4.37], [5.83, -3.19, -2.96], [4.21, -2.01, -4.25], [-7.17, 1.68, -1.07], [1.03, 2.72, -2.39], [2.79, -0.91, -3.92], [1.28, -3.85, -4.49], [-2.39, 3.90, -5.38], [-0.34, -4.83, -5.89], [-4.58, -1.96, -1.58], [1.73, -2.30, 4.89], [2.76, -4.19, 3.49], [-3.76, -3.49, -1.36], [-3.35, 4.16, 4.53], [0.59, -1.56, -4.83], [-3.11, -2.74, -3.67], [-0.47, 6.30, 4.92], [-5.91, -3.56, -0.85], [-3.58, 3.05, -3.74], [-0.31, 4.31, 6.45], [1.45, 2.13, -6.67], [5.10, 1.32, -1.69], [5.72, -2.35, 0.02], [1.04, -5.56, 4.09], [0.13, -5.13, -0.22], [2.13, 5.61, 5.72], [-4.14, -3.67, 3.62], [-1.28, 3.24, -1.47], [6.44, -0.94, -3.39], [-4.30, 2.00, -5.81], [-4.67, 5.20, 5.03], [-4.93, 3.79, 3.93], [-1.80, -3.17, 2.79], [-2.18, -3.49, 1.11], [7.14, -2.87, -1.93], [-1.16, -0.89, 7.91], [-2.35, -5.34, -0.45], [-2.34, 1.43, 7.94], [1.99, -3.16, -2.06], [-6.81, -0.10, 1.70], [6.51, -0.58, -1.69], [-5.60, 1.14, 1.96], [-1.09, -4.53, 1.95], [2.09, -2.44, 0.56], [0.71, 0.43, -4.20], [1.38, -4.17, 2.40], [0.73, 5.58, 3.85], [2.93, -4.38, -1.35], [0.42, -2.19, 3.67], [-0.22, 1.48, -6.37], [1.13, 0.43, -6.57], [-3.80, 4.93, 2.12], [-0.67, 3.80, 4.84], [3.59, -3.54, -2.78], [-1.02, -1.90, -4.44], [-3.62, 6.45, 3.09], [3.25, -3.66, 0.89], [-2.82, 1.04, -5.93], [0.27, 1.63, 6.73], [0.28, -1.95, -3.18], [-1.24, 4.97, -1.22], [-6.13, -0.37, -0.65], [-0.46, -3.71, -1.12], [-4.36, -3.94, -3.99], [3.58, -1.90, 1.22], [-3.89, 0.56, -4.73], [1.26, 4.70, -0.99], [-2.21, -5.20, -2.23], [0.98, 3.62, 5.45], [5.40, -3.91, -0.52], [0.55, -0.83, 7.42], [-1.15, 0.80, 6.10], [2.07, -1.79, 3.24], [-0.32, 2.59, -4.42], [-0.37, -4.26, -3.79], [-5.96, 4.97, 2.31], [5.28, 1.21, -3.47], [0.33, 3.73, 0.11], [3.70, 1.52, -2.79], [-0.02, 0.11, 8.80], [-3.00, -5.40, 3.42]],
  "lumo_ev": 1.61,
  "total_charge": -1,
  "homo_ha": -0.1816,
  "spin_multiplicity": 1,
  "orbital_gap_ev": 6.6
}